This record from the Open Molecules 2025 dataset describes C28H18FeIN5O6 as an isolated structure at a distorted geometry. The level of theory is the ωB97M-V functional and the def2-TZVPD basis.

The calculation puts the total energy at -91541.830 eV. The value obtained for the energy above the lowest of the compared OMol25 structures with the same formula, charge and spin is 43.0 kcal/mol. The largest force on an atom is 2.88 eV Å⁻¹. As for the net charge: +1. The expectation value of S² is 1.173. Its spin multiplicity is 2.

Geometry as XYZ:
```
59
Properties=species:S:1:pos:R:3:mulliken_charge:R:1
Fe 0.53546 0.04786 -0.16537 0.71
O -1.85334 3.76240 5.32133 -0.69
C -2.31748 3.96871 4.19827 0.39
O -3.24538 4.59129 3.67799 -0.69
C -1.47004 3.17161 3.08216 -0.41
C -0.37497 2.41053 3.45632 -0.84
C 0.23421 1.63042 2.49101 1.30
N -0.17930 1.63981 1.22346 0.45
C -1.19423 2.42395 0.84956 0.45
C -1.88545 3.19981 1.75952 -1.09
C -1.48536 2.35867 -0.57829 0.54
C -2.46343 3.10827 -1.21171 -0.82
C -2.64707 2.95794 -2.57439 -0.53
C -1.83890 2.07161 -3.27666 -0.93
C -0.88046 1.37033 -2.57968 -0.17
N -0.70800 1.50780 -1.25884 0.74
C 1.35984 0.74334 2.73817 -0.07
C 1.88109 0.49134 3.99733 -0.99
C 2.96842 -0.35370 4.12064 -0.48
C 3.51767 -0.92048 2.97793 -0.95
C 2.93934 -0.62485 1.76326 -0.01
N 1.87815 0.18327 1.64256 0.44
H -0.04596 2.44218 4.48624 0.58
H -2.73778 3.80973 1.49140 0.62
H -3.07287 3.80039 -0.65002 0.48
H -3.41717 3.52246 -3.08247 0.47
H -1.94598 1.93350 -4.34254 0.45
H -0.21584 0.67571 -3.07782 0.47
H 1.43870 0.93417 4.87702 0.44
H 3.37878 -0.57280 5.09696 0.47
H 4.37751 -1.57250 3.02808 0.44
H 3.34053 -1.03082 0.84339 0.35
O -0.39573 -1.22009 1.31630 -0.49
C -1.09949 -2.23111 1.22447 -0.33
C -1.42801 -2.90405 0.02437 0.94
C -2.21026 -4.06832 0.06204 -0.63
C -2.53750 -4.68947 -1.10523 -0.41
C -2.12520 -4.17165 -2.33845 -0.51
C -1.35647 -3.03619 -2.38136 -0.71
C -0.96808 -2.38296 -1.19724 -0.06
O -0.19296 -1.33025 -1.26823 0.09
N -3.34165 -5.92139 -1.06842 1.02
O -3.65307 -6.41033 -2.13346 -0.60
O -3.63483 -6.36188 0.02263 -0.60
H -1.51607 -2.65277 2.14815 0.46
H -2.55122 -4.48515 1.00160 0.54
H -2.42095 -4.68370 -3.24352 0.52
H -1.02143 -2.61720 -3.32075 0.48
I 3.99888 3.50808 -3.62672 0.19
C 3.50307 1.63404 -2.88890 -0.60
C 4.08624 0.48222 -3.40203 -0.02
C 3.73881 -0.74633 -2.85777 -1.08
C 2.81939 -0.78492 -1.83111 -0.12
N 2.24965 0.32767 -1.35023 0.48
C 2.58001 1.51600 -1.86608 -0.46
H 4.80285 0.54322 -4.20994 0.43
H 4.17915 -1.66018 -3.22988 0.43
H 2.52466 -1.71958 -1.37124 0.46
H 2.09953 2.38430 -1.43379 0.49
```